# 1
Density functional theory data (wB97M-V/def2-TZVPD) for an isolated molecule of C3H6N2.

The geometry in XYZ format:
```
11
Properties=species:S:1:pos:R:3:mulliken_charge:R:1
C -0.9105 -0.2714 -0.0405 -0.436
C 0.2609 -0.5073 -0.0903 0.798
C -2.3439 -0.0767 -0.0094 -1.301
N 2.5411 0.5460 -0.1312 -0.476
N 1.8710 -0.6755 -0.0555 -0.243
H -2.6307 0.3886 0.9343 0.270
H -2.6560 0.5666 -0.8325 0.289
H -2.8500 -1.0376 -0.0969 0.286
H 2.4526 0.9172 -1.0728 0.260
H 2.2233 1.2496 0.5417 0.250
H 2.0422 -1.0994 0.8529 0.302
```

The energy relative to the best compared isomer or geometry (same formula, charge and spin) comes out at 365.7 kJ/mol. The SMILES is CC#CNN. For the orbital gap, the calculation gives 10.1 eV.

***

# 2
Density functional theory data (wB97M-V/def2-TZVPD) for the ion C4H8NO2 with charge +1.

The geometry in XYZ format:
```
15
Properties=species:S:1:pos:R:3:mulliken_charge:R:1
C 0.1056 -0.7526 -0.3356 -0.220
C 1.5364 -0.9273 -0.8539 -0.368
C -0.0851 0.6557 -0.0233 0.106
C -1.1086 0.9927 1.0065 -1.206
N 2.1460 0.5615 0.8561 0.290
O 2.8797 1.0822 1.6163 -0.350
O 2.4586 -0.5608 0.1967 -0.145
H -0.6241 -0.6190 -1.2099 0.310
H -0.2156 -1.6462 0.3059 0.372
H 1.8205 -1.9755 -1.0252 0.331
H 1.8513 -0.3673 -1.8550 0.295
H 0.4599 1.4817 -0.5727 0.425
H -2.0706 0.6823 0.6277 0.414
H -1.2594 2.0626 1.1574 0.330
H -1.0969 0.3050 1.7915 0.415
```

Its net charge is +1. The energy relative to the best compared isomer or geometry (same formula, charge and spin) comes out at 597.0 kJ/mol. For the orbital gap (alpha / beta), the calculation gives 8.8 / 8.8 eV.

***

# 3
Density functional theory data (wB97M-V/def2-TZVPD) for a structure of composition C18H23N9O4PdS4.

The geometry in XYZ format:
```
59
Properties=species:S:1:pos:R:3:mulliken_charge:R:1
Pd 1.3670 0.1173 -0.7135 0.549
C 3.8479 0.3904 4.0288 -1.198
C 4.2964 0.5369 2.6246 0.939
N 5.3918 1.0825 2.2098 -0.735
N 5.3308 0.9932 0.8463 0.244
C 4.2339 0.3969 0.4090 0.401
S 3.7739 0.0659 -1.1998 -0.250
N 3.5687 0.0804 1.5309 0.422
N 2.3084 -0.5035 1.5152 -0.768
H 4.6070 0.8064 4.6845 0.359
H 3.7001 -0.6604 4.2814 0.326
H 2.9081 0.9221 4.1875 0.277
H 6.0768 1.3708 0.2827 0.189
H 2.3226 -1.3803 2.0260 0.326
H 1.6416 0.1376 1.9540 0.413
C 2.0397 4.0776 -1.3301 -1.230
C 1.7760 2.6237 -1.1255 1.106
O 1.9932 2.0790 0.0036 -0.630
O 1.3272 1.8988 -2.0623 -0.654
H 2.9317 4.3699 -0.7793 0.350
H 1.1993 4.6462 -0.9276 0.297
H 2.1495 4.2984 -2.3876 0.374
C -1.4689 -2.9045 -2.0722 -0.766
N -0.6262 -2.4828 -3.1896 0.368
C -0.9977 -2.4580 -4.5144 -0.215
C 0.0682 -2.0164 -5.2240 -0.572
N 1.0656 -1.7859 -4.3116 0.093
C 0.6425 -2.0649 -3.0702 0.080
S 1.6000 -2.0702 -1.6382 -0.215
H -2.5042 -2.9132 -2.3990 0.319
H -1.3489 -2.2024 -1.2527 0.180
H -1.1812 -3.8998 -1.7426 0.313
H -1.9747 -2.7676 -4.8451 0.469
H 0.1887 -1.8628 -6.2824 0.439
H 1.9945 -1.4543 -4.5227 0.218
N -4.9288 -2.2223 4.0021 -0.450
C -4.0594 -1.4187 3.3479 1.124
C -4.3505 -0.0567 3.1542 -0.825
C -3.4452 0.7722 2.5363 -0.456
C -2.2286 0.2549 2.0983 0.152
C -1.9358 -1.1067 2.2410 -0.454
C -2.8429 -1.9357 2.8497 -0.923
S -1.0394 1.2964 1.4013 1.005
O 0.1951 1.1603 2.1222 -0.840
O -1.5756 2.6022 1.1634 -0.709
N -0.7475 0.5364 -0.0899 0.249
C -1.3338 0.9795 -1.1890 0.090
S -2.4604 2.3540 -1.3033 0.096
C -2.5787 2.0671 -2.9558 -0.325
C -1.7924 0.9733 -3.3442 -0.570
N -1.1309 0.3646 -2.3810 0.242
H -5.7830 -1.8589 4.3832 0.202
H -4.7164 -3.1881 4.1698 0.201
H -5.2911 0.3415 3.5131 0.331
H -3.6645 1.8239 2.3974 0.535
H -0.9966 -1.4994 1.8683 0.281
H -2.6253 -2.9897 2.9712 0.316
H -3.2072 2.6755 -3.5911 0.466
H -1.7106 0.6069 -4.3592 0.447
```

Its net charge is +2. The energy relative to the best compared isomer or geometry (same formula, charge and spin) comes out at 116.5 kJ/mol. For the orbital gap (alpha / beta), the calculation gives 4.1 / 4.1 eV.

***

| no. | E (eV) |
| --- | --- |
| 1 | -6184.7546 |
| 2 | -9850.1431 |
| 3 | -87444.9616 |